Molecular formula: C18H46BN2
Method: DFT, the ωB97M-V functional and the def2-TZVPD basis

Atoms and positions in Å:
B 5.5759 1.0838 0.6021
C 4.7938 2.5506 0.4449
C 3.5327 2.5742 1.3248
C 2.2380 3.0575 0.6373
C 1.0224 2.2898 1.1803
C 0.9798 0.8670 0.6076
C -0.4393 0.3603 0.3766
H 5.9705 1.0032 1.7666
H 4.7408 0.1788 0.4478
H 6.4834 0.9521 -0.2117
H 5.4776 3.3220 0.8003
H 4.5525 2.7371 -0.6017
H 3.3640 1.5695 1.7023
H 3.7002 3.2204 2.1848
H 2.1082 4.1243 0.8134
H 2.3021 2.8953 -0.4351
H 0.0879 2.8229 0.9987
H 1.1727 2.2135 2.2545
H 1.4924 0.2148 1.3113
H 1.5471 0.8139 -0.3165
H -0.8822 0.8811 -0.4690
H -0.4192 -0.7044 0.1511
H -1.0267 0.5119 1.2786
C -3.9153 1.5803 -0.7104
C -3.4362 2.3432 -1.9351
N -3.6390 1.6210 -3.1783
C -2.9256 2.1969 -4.3040
C -3.3269 3.5996 -4.7760
C -4.9980 1.1853 -3.4382
C -6.1017 2.2518 -3.4840
H -3.4513 0.5948 -0.6612
H -3.6392 2.1275 0.1916
H -4.9996 1.4558 -0.6972
H -2.3620 2.5144 -1.8274
H -3.9082 3.3392 -1.9422
H -3.0012 1.5030 -5.1461
H -1.8649 2.2166 -4.0365
H -4.2723 3.5958 -5.3181
H -2.5682 3.9890 -5.4581
H -3.4097 4.3040 -3.9479
H -5.2669 0.4506 -2.6751
H -4.9984 0.6277 -4.3785
H -6.0169 2.9633 -2.6616
H -7.0800 1.7729 -3.3985
H -6.0973 2.8096 -4.4194
C 2.6783 -4.7338 4.4010
C 1.7029 -5.0130 3.2675
N 0.9317 -3.8492 2.8804
C -0.1838 -4.1620 2.0082
C 0.1189 -4.7266 0.6148
C 1.7101 -2.6694 2.5195
C 2.7288 -2.7919 1.3828
H 2.1612 -4.3047 5.2605
H 3.1521 -5.6653 4.7164
H 3.4718 -4.0502 4.0996
H 0.9959 -5.7777 3.6052
H 2.2584 -5.4554 2.4247
H -0.7923 -3.2597 1.8997
H -0.8182 -4.8820 2.5384
H 0.4982 -3.9625 -0.0616
H -0.7977 -5.1236 0.1707
H 0.8431 -5.5412 0.6495
H 2.2372 -2.3271 3.4130
H 1.0106 -1.8629 2.2858
H 3.3251 -3.7034 1.4606
H 3.4200 -1.9464 1.4129
H 2.2520 -2.7744 0.4034

Results
**Total charge**: -1
**2S+1**: 1
**HOMO-LUMO gap**: 6.90 eV
**Energy**: -847.7431 Eh



Molecular formula: C3H7NO2
Method: DFT, the ωB97M-V functional and the def2-TZVPD basis

Atoms and positions in Å:
O 2.1828 1.4758 0.1580
C 1.3362 0.6712 -0.0428
C 0.8608 -0.4239 -0.6642
C -0.5504 -0.7551 -1.0665
O -1.5458 -0.3468 -0.1290
H 1.6256 -0.8976 -1.2715
H -0.7567 -0.2653 -2.0309
H -0.6271 -1.8377 -1.2414
H -2.4004 -0.4647 -0.5599
N 0.0993 0.7750 1.5259
H -0.8521 1.0850 1.3759
H 0.5432 1.2179 2.3233
H 0.0845 -0.2338 1.6230

Results
**Total charge**: 0
**SMILES**: O=C=CCO.N
**2S+1**: 1
**HOMO-LUMO gap**: 8.40 eV
**Energy relative to the best compared isomer or geometry (same formula, charge and spin)**: 65.6 kcal/mol
**Energy**: -323.6764 Eh



Molecular formula: C27H44LuN3P3S
Method: DFT, the ωB97M-V functional and the def2-TZVPD basis

Atoms and positions in Å:
Lu 0.0267 -0.7411 -0.1909
P 2.5075 -0.8865 1.0829
P 1.1177 1.5503 -1.4006
P -1.0881 -2.6161 1.5281
H 0.0180 1.0481 -5.2707
C -0.5889 0.1595 -5.0705
C -1.8805 0.2478 -4.7059
H -2.3691 1.2114 -4.5255
C 3.6379 -1.9709 0.1157
C 3.6253 0.5294 1.4108
C 2.5535 -1.7199 2.7167
C -0.0525 2.4134 -2.5108
C 1.7146 2.9754 -0.4188
C 2.5347 1.2351 -2.5179
C -2.7423 -3.1895 0.9807
C -1.4229 -2.1089 3.2548
C -0.2408 -4.2274 1.7515
H -0.1041 -0.8108 -5.2186
H -2.5064 -0.6440 -4.6081
H 4.6088 -2.0408 0.6274
H 3.7826 -1.5550 -0.8907
H 3.2001 -2.9729 0.0172
H 4.5233 0.1718 1.9354
H 3.1142 1.2653 2.0457
H 3.9256 1.0182 0.4750
H 3.5918 -1.7624 3.0756
H 2.1500 -2.7382 2.6476
H 1.9488 -1.1509 3.4359
H 0.4971 3.1691 -3.0894
H -0.8227 2.9100 -1.9082
H -0.5415 1.7136 -3.2004
H 2.3492 3.6129 -1.0507
H 2.2909 2.6315 0.4487
H 0.8616 3.5616 -0.0547
H 2.8931 2.1868 -2.9344
H 2.2186 0.5677 -3.3308
H 3.3478 0.7476 -1.9613
H -2.9407 -4.1941 1.3781
H -2.7685 -3.2239 -0.1169
H -3.5121 -2.4923 1.3359
H -1.7648 -2.9635 3.8547
H -2.1970 -1.3307 3.2528
H -0.5100 -1.6899 3.6990
H -0.9895 -5.0080 1.9421
H 0.4713 -4.1851 2.5853
H 0.3024 -4.4734 0.8294
C -0.5515 -3.5899 -2.7499
C 0.0736 -4.8100 -3.0893
C -0.5708 -5.7350 -3.9027
C -1.8631 -5.4740 -4.3785
C -2.5045 -4.2806 -4.0237
C -1.8634 -3.3472 -3.2100
S 0.3409 -2.4719 -1.7959
H -0.6998 -0.6933 -1.7970
H 1.0748 -5.0032 -2.7064
H -0.0691 -6.6662 -4.1718
H -2.3681 -6.1983 -5.0178
H -3.5139 -4.0772 -4.3890
H -2.3487 -2.4118 -2.9369
N 0.5289 8.0458 5.6909
C 0.2069 7.1444 5.0146
C -0.1966 6.0364 4.1912
C 0.6572 4.9396 4.0183
C 0.2542 3.8456 3.2444
C -1.0082 3.8732 2.6318
C -1.8587 4.9719 2.7806
C -1.4513 6.0527 3.5655
N -1.4052 2.7881 1.8133
C -2.5399 2.7447 0.9822
C -2.4650 1.5862 0.2812
N -1.3071 0.8996 0.6575
C -0.7112 1.6620 1.5972
H 1.6393 4.9393 4.4933
H 0.9215 2.9947 3.1213
H -2.8347 4.9838 2.2923
H -2.1121 6.9113 3.6945
H -3.2702 3.5338 0.9600
H -3.1447 1.1901 -0.4583
H 0.1896 1.3855 2.1461

Results
**Total charge**: +3
**2S+1**: 1
**HOMO-LUMO gap (spin up / spin down)**: 3.60 / 3.60 eV
**Energy relative to the best compared isomer or geometry (same formula, charge and spin)**: 51.8 kcal/mol
**Energy**: -3876.2559 Eh



Molecular formula: C13H15NO3
Method: DFT, the ωB97M-V functional and the def2-TZVPD basis

Atoms and positions in Å:
C 1.2253 -2.9458 0.9956
C 1.9337 -2.3558 -0.2200
C 0.9588 -2.0188 -1.3642
C -0.0206 -0.9649 -0.9090
C 0.4381 0.3577 -0.8049
C -0.4019 1.3721 -0.3428
O -0.0593 2.6701 -0.1921
C 1.3271 2.9821 -0.1871
C 2.0814 2.3905 1.0070
C -1.7155 1.0216 -0.0146
C -2.1680 -0.2730 -0.1460
C -1.3363 -1.2898 -0.5882
C -3.6028 -0.3216 0.2521
O -4.2958 -1.2765 0.3748
N -4.0164 1.0314 0.4973
C -2.8276 1.8546 0.5169
O -2.8145 2.9521 0.9716
H 1.9562 -3.2576 1.7353
H 0.5755 -2.2120 1.4660
H 0.5965 -3.7812 0.6927
H 2.7141 -3.0303 -0.5591
H 2.3801 -1.4119 0.0963
H 1.5336 -1.5966 -2.1852
H 0.4418 -2.9272 -1.6603
H 1.4512 0.5975 -1.0837
H 1.3663 4.0639 -0.1160
H 1.8007 2.7407 -1.1368
H 2.6852 3.1344 1.5109
H 2.7695 1.6216 0.6565
H 1.3921 1.8894 1.6789
H -1.7311 -2.2916 -0.6711
H -4.6374 1.2748 -0.2707

Results
**Total charge**: 0
**SMILES**: CCCc1cc(OCC)c2c(c1)C(=O)NC2=O
**2S+1**: 1
**HOMO-LUMO gap**: 8.97 eV
**Energy relative to the best compared isomer or geometry (same formula, charge and spin)**: 24.2 kcal/mol
**Energy**: -784.8594 Eh



Molecular formula: C8H25ClIN2OP2Pr
Method: DFT, the ωB97M-V functional and the def2-TZVPD basis

Atoms and positions in Å:
C -1.0354 -1.7856 0.2294
I 2.1801 -1.9749 1.2677
H -2.0317 -2.2120 -0.0232
H -1.0039 -0.6853 -0.1517
H -1.0414 -1.7925 1.3145
Pr 0.9331 0.8023 -0.6805
P 0.1127 3.3664 -0.9971
C -0.1771 4.0037 0.6913
C 1.8786 3.9441 -1.2786
H 1.8380 5.0351 -1.4314
H -0.4297 5.3486 -2.3042
H 2.2535 3.4477 -2.1944
H -0.9367 3.8418 -3.1186
H 0.2753 3.3496 1.4598
H 2.5453 3.7156 -0.4214
C -0.8728 4.3538 -2.1446
H 0.2311 5.0212 0.7899
H -1.8981 4.4658 -1.7621
H -1.2673 4.0346 0.8400
P 0.0708 -2.8552 -0.7745
C -0.2425 -4.0217 0.6343
C -1.1054 -3.6183 -2.0355
H 1.8385 -3.4636 -2.5392
H 1.2720 -4.9395 -1.7617
H 2.4971 -3.9277 -0.9539
C 1.5888 -3.9086 -1.5719
H -1.1077 -3.0735 -2.9939
H -0.8806 -4.6790 -2.2688
H 0.1471 -5.0452 0.5406
H -1.3266 -3.9915 0.8151
H -2.1195 -3.5579 -1.6332
H 0.2310 -3.5545 1.5188
Cl 0.9620 0.2378 -3.1682
N 0.4125 -0.0281 3.9510
C -0.0912 0.7597 2.9375
N -1.3894 1.2057 3.2099
O 0.5921 1.1483 1.9198
H -0.3336 -0.6079 4.3536
H 1.1965 -0.6114 3.6875
H -1.7933 1.7967 2.4800
H -1.9724 0.4555 3.5682

Results
**Total charge**: +2
**<S²>**: 2.003
**2S+1**: 3
**HOMO-LUMO gap (spin up / spin down)**: 6.63 / 6.98 eV
**Energy relative to the best compared isomer or geometry (same formula, charge and spin)**: 52.1 kcal/mol
**Energy**: -2461.6349 Eh